The following is a quantum chemistry calculation of C2H2AlF2LiO as an isolated structure at a distorted geometry, from the OMol25 dataset.

XYZ file:
```
9
Properties=species:S:1:pos:R:3
F -1.114 1.817 -0.066
C -0.477 -0.578 0.460
C 0.645 -0.751 -0.288
O 1.841 -0.430 0.137
H -0.570 -0.287 1.522
H 0.508 -0.978 -1.361
Al 3.313 -0.632 -0.089
Li -1.058 -2.800 0.129
F -1.687 -1.021 -0.134
```

spin multiplicity: 2
<S²>: 0.755
E: -16380.4382 eV
LUMO (spin up / spin down): -0.1784 / -0.2683 hartree
largest force on an atom: 10.46 eV Å⁻¹
gap between HOMO and LUMO (spin up / spin down): 7.08 / 4.63 eV
charge: +1